# 1
Computed, not measured: C6H15N in the gas phase at a distorted geometry, with ωB97M-V/def2-TZVPD.

## Properties
Spin multiplicity: 1
ΔE to the lowest compared entry with this formula, charge and spin: 117.7 kJ/mol
LUMO energy: 1.2 eV
Largest force on an atom: 2.4 eV/A
Electronic energy: -292.3242 Eh
HOMO-LUMO gap: 9.783 eV

```
22
Properties=species:S:1:pos:R:3:forces:R:3:nbo_charge:R:1
C 0.13465 -1.35123 1.81655 0.76 -1.33 0.89 -0.2071
N 0.44403 -0.42429 0.76812 -1.22 0.66 0.43 -0.6322
C -0.51644 -0.37287 -0.35834 2.38 0.48 -0.15 -0.2180
C -0.11554 0.86914 -1.21386 -1.87 0.10 -0.63 -0.2181
C -1.17433 1.99174 -0.97299 0.58 -0.31 -0.02 -0.6071
C 0.03267 0.63919 -2.73480 0.14 -0.58 0.63 -0.6148
C 1.25659 -1.31739 2.90480 -1.39 -0.38 -1.13 -0.6103
H 0.07871 -2.40715 1.49453 0.11 -0.03 -0.40 0.1435
H -0.85439 -1.25056 2.28494 0.21 0.89 -0.21 0.1858
H 1.35790 -0.65699 0.41890 0.27 0.05 -0.25 0.3488
H -0.32408 -1.31819 -0.89467 -1.09 0.22 -0.34 0.1721
H -1.51902 -0.17429 0.00240 -0.14 -0.79 0.16 0.1983
H 0.79680 1.26007 -0.78172 0.50 -0.15 -0.32 0.2058
H -2.15789 1.53442 -0.89287 -0.16 0.17 0.30 0.1960
H -0.86898 2.53259 -0.07522 -0.57 -0.06 0.16 0.2138
H -1.26215 2.72768 -1.77328 0.34 -0.06 -0.14 0.2034
H -0.79998 0.20875 -3.30770 -0.52 0.48 0.67 0.2072
H 0.77704 -0.13993 -2.91569 0.65 0.53 -0.13 0.2030
H 0.25170 1.63162 -3.12509 0.44 -0.34 -0.58 0.2107
H 1.46082 -0.27642 3.11598 0.02 0.10 0.61 0.2135
H 2.16558 -1.78598 2.52686 0.00 -0.03 0.03 0.1958
H 0.83630 -1.91991 3.71314 0.56 0.38 0.41 0.2098
```
Positions in Å, forces in eV/Å.

# 2
Computed, not measured: C6H15N in the gas phase at a distorted geometry, with ωB97M-V/def2-TZVPD.

## Properties
Spin multiplicity: 1
ΔE to the lowest compared entry with this formula, charge and spin: 116.9 kJ/mol
LUMO energy: 1.2 eV
Largest force on an atom: 2.8 eV/A
Electronic energy: -292.3245 Eh
HOMO-LUMO gap: 9.211 eV

```
22
Properties=species:S:1:pos:R:3:forces:R:3:nbo_charge:R:1
C -0.30791 1.63371 0.59147 0.62 0.47 1.70 -0.4002
C -0.61086 2.68684 1.68543 -0.59 0.50 -1.15 -0.6125
C -1.08944 0.33105 0.81078 1.82 1.33 -0.85 -0.1955
N -0.68856 -0.55923 -0.28671 -2.76 -0.22 0.30 -0.6876
C 0.29046 -1.85263 -2.08610 0.02 0.58 -1.45 -0.6152
C 0.56772 -0.88997 -0.94751 -0.29 -0.43 1.20 -0.0338
C 1.49672 -1.64881 0.02983 0.20 0.91 -1.11 -0.6121
H 0.75978 1.41391 0.69148 0.04 -0.05 -0.45 0.1895
H -0.49815 2.04715 -0.39832 -0.08 -0.19 -0.03 0.2034
H -0.42292 3.71601 1.33108 0.11 -0.42 0.02 0.2077
H -0.02934 2.57515 2.59600 -0.25 -0.33 0.16 0.2072
H -1.69783 2.65121 1.84018 0.23 0.08 0.59 0.1951
H -0.90951 -0.05759 1.82406 0.13 -0.05 -0.08 0.1645
H -2.14640 0.65724 0.78283 0.21 -0.84 -0.43 0.1898
H -1.51245 -1.10631 -0.47912 0.63 -0.57 -0.70 0.3700
H -0.52182 -1.51141 -2.72352 -0.62 0.03 0.32 0.2140
H 0.09510 -2.87677 -1.75762 0.10 0.17 -0.03 0.2064
H 1.08866 -1.81725 -2.85023 0.23 -0.42 0.76 0.2167
H 1.02550 0.02473 -1.34317 0.11 -0.12 0.13 0.1833
H 2.45219 -1.83702 -0.48661 -0.27 -0.37 0.30 0.2011
H 0.94292 -2.54971 0.29059 0.43 -0.10 0.27 0.2053
H 1.71612 -1.03028 0.88517 -0.01 0.03 0.53 0.2027
```
Positions in Å, forces in eV/Å.

# 3
Computed, not measured: a molecular structure, C6H15N at a distorted geometry, with ωB97M-V/def2-TZVPD.

## Properties
Spin multiplicity: 1
ΔE to the lowest compared entry with this formula, charge and spin: 391.5 kJ/mol
LUMO energy: 0.7 eV
Largest force on an atom: 2.0 eV/A
Electronic energy: -292.2199 Eh
HOMO-LUMO gap: 8.561 eV

```
22
Properties=species:S:1:pos:R:3:forces:R:3:nbo_charge:R:1
C 0.98090 4.02689 1.05427 1.23 1.35 0.91 -0.8570
N -0.16573 1.18936 -0.18338 0.84 -1.24 0.05 -0.7080
C 0.16925 -0.09011 -0.30257 -0.62 0.56 0.89 0.3378
C -0.88055 -1.12245 0.13016 -0.05 -1.09 -0.89 -0.3058
C -0.30666 -2.39209 0.77138 -0.39 0.46 0.65 -0.6147
C -1.75547 -1.52070 -1.09893 0.75 0.58 0.52 -0.5964
C 1.56961 -0.53933 -0.66801 -0.73 0.82 -1.30 -0.7165
H 1.75104 3.27678 1.21727 -0.15 -0.23 -0.16 0.2040
H 0.85886 4.55747 2.00939 -0.67 -0.65 0.12 0.2022
H 0.08774 3.62511 0.60618 -0.11 0.07 -0.04 0.2418
H 1.45761 4.86125 0.52584 -0.26 -0.46 -0.78 0.2074
H 0.22859 0.66701 0.77909 -0.46 1.36 0.32 0.3921
H -1.51592 -0.60327 0.84198 -0.04 0.10 0.02 0.2265
H -1.11835 -3.06419 1.06142 0.00 -0.05 -0.25 0.2183
H 0.17368 -2.13341 1.71924 0.32 -0.10 -0.11 0.2053
H 0.38416 -2.92481 0.12421 0.08 -0.02 -0.05 0.2082
H -1.25946 -2.34001 -1.61173 -0.17 -0.14 -0.23 0.2007
H -2.74293 -1.81178 -0.76048 -0.10 -0.22 -0.05 0.2198
H -1.85453 -0.67370 -1.77450 -0.14 0.01 -0.10 0.2191
H 1.47281 -1.19683 -1.53752 0.40 -0.55 0.42 0.2318
H 2.07742 -0.92858 0.20648 0.08 -0.52 -0.17 0.2385
H 2.07213 0.35574 -1.03238 0.17 -0.04 0.20 0.2450
```
Positions in Å, forces in eV/Å.

# 4
Computed, not measured: 3 unconnected molecules or ions with the total composition C6H15N at a distorted geometry, with ωB97M-V/def2-TZVPD.

## Properties
Spin multiplicity: 2
ΔE to the lowest compared entry with this formula, charge and spin: 543.4 kJ/mol
Net charge: +1
LUMO energy (spin up / spin down): -7.1 / -7.0 eV
Largest force on an atom: 4.0 eV/A
Electronic energy: -291.8552 Eh
HOMO-LUMO gap (spin up / spin down): 6.679 / 6.620 eV

```
22
Properties=species:S:1:pos:R:3:forces:R:3:mulliken_spin:R:1
C -0.83137 0.43194 -1.52875 1.30 -1.19 0.40 0.1160
C -0.06967 -0.27605 -0.39938 -0.66 0.47 -3.02 -0.0073
C -0.35767 -1.28505 0.43902 0.38 -3.60 1.60 -0.0286
C -1.66736 -2.08542 0.12868 1.75 -0.35 2.02 0.0040
C 0.65067 -1.77154 1.43916 -1.17 1.04 -2.92 0.0300
C 0.98714 1.40424 2.17666 0.95 -0.69 -1.26 0.0018
N 0.52581 2.22751 -2.72676 0.00 2.59 -1.47 0.9435
H -1.36002 -0.14319 -2.31289 -0.25 -0.22 1.12 -0.0111
H -0.06141 1.03888 -2.16051 -1.37 -1.11 1.12 -0.0119
H -1.42575 1.22158 -1.07890 -0.37 0.16 -0.09 0.0051
H 0.92453 -0.00904 -0.39768 2.21 1.29 0.55 0.0029
H 1.02154 1.56060 3.24178 -0.65 0.49 0.21 -0.0002
H -2.13962 -1.62388 -0.70214 -0.64 0.47 -0.42 -0.0014
H -2.28282 -2.11813 1.03394 -0.26 -0.18 -0.45 -0.0006
H -1.37174 -3.10835 -0.18194 -0.24 0.53 0.35 -0.0004
H 1.79504 -1.77539 1.44523 -1.73 0.96 -0.41 0.0013
H 0.26868 -2.32358 2.26587 -0.47 -0.63 0.48 0.0025
H 2.03709 1.34540 1.90280 0.44 -0.09 -0.04 -0.0001
H 0.60619 0.38407 1.92987 -0.10 1.46 0.53 -0.0005
H 0.63119 2.21259 1.48916 -0.43 -0.70 1.06 0.0008
H 0.69381 2.59559 -3.68473 -0.01 -0.64 0.40 -0.0268
H 1.42575 2.09722 -2.31851 1.32 -0.06 0.24 -0.0190
```
Positions in Å, forces in eV/Å.

# 5
Computed, not measured: C6H15N2 in the gas phase at a distorted geometry, with ωB97M-V/def2-TZVPD.

## Properties
Spin multiplicity: 2
ΔE to the lowest compared entry with this formula, charge and spin: 103.7 kJ/mol
LUMO energy (spin up / spin down): 1.2 / 0.1 eV
Largest force on an atom: 3.8 eV/A
Electronic energy: -347.0148 Eh
HOMO-LUMO gap (spin up / spin down): 9.825 / 8.978 eV

```
23
Properties=species:S:1:pos:R:3:forces:R:3:mulliken_spin:R:1
C -1.25420 1.77320 1.35210 -1.25 2.09 0.31 0.0007
C -1.40154 1.79099 -0.19302 2.08 -3.04 1.10 0.0021
C 0.02245 1.77657 -0.89492 -0.76 0.80 -0.33 0.0044
C 1.10202 0.88246 -0.25524 0.06 0.58 0.13 0.0214
C 1.05611 -0.54217 -0.78215 -0.69 -0.05 0.22 -0.0449
N -0.07488 -1.22406 -0.20070 -0.62 -0.47 -0.63 0.8846
C -0.00885 -2.68940 -0.34211 1.15 1.27 -0.18 -0.0237
N 0.70581 -3.07705 0.84620 -0.41 -0.86 -0.35 0.0887
H -2.23743 1.80942 1.84782 -0.07 0.11 -0.45 0.0005
H -0.79155 2.71738 1.66129 0.27 -0.13 0.22 0.0000
H -0.80017 0.96336 1.89578 0.62 -0.56 -0.63 0.0002
H -2.07598 2.57183 -0.53284 0.10 -0.15 -0.13 0.0001
H -1.72567 0.75437 -0.35100 -0.92 0.47 -0.63 -0.0023
H -0.06049 1.45379 -1.94089 -0.35 0.15 0.06 -0.0015
H 0.28338 2.83267 -0.95516 0.69 0.03 0.13 -0.0003
H 0.88777 0.91542 0.79286 0.18 -0.44 0.75 -0.0067
H 2.12101 1.27387 -0.32591 -0.16 0.22 -0.47 -0.0009
H 0.91251 -0.44383 -1.86840 -0.04 -0.41 -0.15 0.0539
H 1.95966 -1.15305 -0.65645 0.26 0.30 0.13 0.0215
H 0.57190 -2.97405 -1.24433 -0.34 0.07 0.07 0.0033
H -1.01326 -3.10701 -0.42269 0.13 -0.05 0.35 0.0121
H 0.34122 -3.79284 1.44059 0.08 0.18 0.26 -0.0059
H 1.48019 -2.51187 1.12918 -0.01 -0.11 0.22 -0.0072
```
Positions in Å, forces in eV/Å.